Below is a cluster of 2 separate species, C6H15N4O2S2 in total in a non-equilibrium geometry, with properties calculated with ωB97M-V/def2-TZVPD.

charge = +1
Kohn-Sham gap (spin up / spin down) = 5.68 / 5.68 eV
spin multiplicity = 1
ΔE to the lowest compared entry with this formula, charge and spin = 240.15 kJ/mol
total energy = -1403.09010 a.u.
maximum force = 0.098 hartree/bohr

Each atom is followed by the atoms it is bonded to, with distances in Å.
CARTESIAN COORDINATES (ANGSTROEM)
1 C -2.884 -0.482 -0.575  C3 1.482, N7 1.504, O11 1.218
2 C 0.933 2.078 0.567  C4 1.527, N8 1.312, O12 1.283
3 C -2.638 -0.884 -1.980  C1 1.482, H15 1.170, H16 1.058, H17 1.044
4 C 0.561 3.495 0.997  C2 1.527, H18 1.033, H19 1.091, H20 1.054
5 C 0.306 -1.655 0.957  C6 1.541, N9 1.388, H21 1.102, H22 1.225
6 C 1.545 -1.983 0.103  C5 1.541, N10 1.394, H23 1.094, H24 1.087
7 N -1.886 -0.813 0.499  C1 1.504, N9 1.310, S13 1.711
8 N 0.263 1.362 -0.305  C2 1.312, S14 1.651
9 N -0.724 -1.278 0.107  C5 1.388, N7 1.310
10 N 2.255 -0.821 -0.195  C6 1.394, H26 1.091, H27 0.968
11 O -3.924 0.072 -0.264  C1 1.218
12 O 2.037 1.592 1.006  C2 1.283, H25 1.181
13 S -2.433 -0.509 2.092  N7 1.711, H28 1.336
14 S -1.206 1.957 -0.768  N8 1.651, H29 1.292
15 H -1.917 -1.804 -1.916  C3 1.170
16 H -3.620 -1.206 -2.208  C3 1.058
17 H -2.389 -0.120 -2.647  C3 1.044
18 H 0.060 3.932 0.208  C4 1.033
19 H 0.086 3.548 1.978  C4 1.091
20 H 1.437 4.042 1.206  C4 1.054
21 H 0.040 -2.510 1.601  C5 1.102
22 H 0.662 -0.751 1.702  C5 1.225
23 H 0.993 -2.415 -0.737  C6 1.094
24 H 2.202 -2.698 0.593  C6 1.087
25 H 2.286 0.487 0.670  O12 1.181
26 H 2.013 -0.340 -1.144  N10 1.091
27 H 3.180 -0.981 0.044  N10 0.968
28 H -3.724 -0.321 1.803  S13 1.336
29 H -1.017 1.391 -1.914  S14 1.292

Here are the natural (NBO) charges for atoms 1 to 4, given in e: number 1, C, carries 0.7084; number 2, C, carries 0.6335; number 3, C, carries -0.7160; number 4, C, carries -0.7137